No. 1
A structure of composition C36H23N4O2RuS2. Source: the Open Molecules 2025 dataset; level of theory: ωB97M-V with the def2-TZVPD basis set.

Results
* gap between HOMO and LUMO (spin up / spin down): 4.0 / 5.3 eV
* expectation value of S²: 0.82
* largest force on an atom: 0.154 eV/A
* 2S+1: 2
* net charge: -2

XYZ file:
```
68
Properties=species:S:1:pos:R:3:forces:R:3
S -1.71284 0.05558 -0.98678 -0.03 -0.04 -0.02
C -3.54607 3.96004 5.82566 0.01 -0.01 -0.01
H 5.89198 -0.04047 3.18542 0.00 0.00 0.00
H -1.58033 3.12148 5.54508 0.00 0.00 0.00
N 0.22568 1.20310 2.76119 0.01 0.00 -0.02
C 2.54261 0.40475 2.53070 -0.01 0.00 -0.03
C 4.90792 -0.79244 1.41957 -0.02 -0.01 -0.02
N -2.34987 1.76784 -6.86375 -0.03 0.00 0.01
C -1.77173 2.09519 3.04888 -0.06 -0.04 -0.07
H -2.40311 0.30935 -3.74286 0.00 0.00 -0.01
H 1.91219 0.78502 -3.98080 0.00 0.00 0.00
N 0.08805 4.91568 -5.89739 0.00 0.02 0.02
H -5.56991 4.69342 5.81320 0.00 0.00 0.00
C 1.11681 -1.63321 -0.13836 0.01 -0.02 0.03
C 1.52354 -1.54811 -1.55765 0.01 -0.01 -0.01
O -2.12642 1.64767 1.87976 0.12 0.02 0.01
Ru -0.54071 0.74309 0.99064 -0.14 -0.05 0.05
C 3.82217 0.44808 3.16794 0.01 0.00 -0.01
H 1.34095 0.58130 -1.59042 0.00 0.01 -0.01
C -2.55951 3.29231 5.11860 -0.01 0.01 0.01
H -4.23795 2.66807 2.26190 0.00 0.00 0.00
H 2.50815 -3.45634 -4.18219 0.00 0.00 0.00
C 1.57374 -0.30049 -2.17345 0.00 -0.01 0.04
C -2.80678 2.82095 3.82766 0.03 0.01 0.01
H -2.19244 -4.75647 -2.60215 0.00 0.00 0.00
H 1.89543 -3.65254 -1.81322 0.00 0.01 0.01
H 0.94446 -5.21787 1.18061 0.00 0.00 0.00
C -5.05047 3.70494 3.97501 0.00 -0.01 0.00
C -0.22368 4.13168 -5.11206 0.00 -0.05 -0.03
H -1.21259 -2.73895 -1.54648 0.00 0.00 0.00
C 2.23557 -2.56800 -3.62453 0.00 0.00 0.00
N -0.60053 1.92690 3.59745 0.03 0.00 0.04
H -6.02210 3.86556 3.52157 0.00 0.00 0.00
C -0.59644 3.15530 -4.13383 0.02 0.04 0.02
H 0.53010 4.09294 -2.57419 0.00 0.00 -0.01
C -1.43326 2.07332 -4.46651 -0.03 -0.02 -0.01
C 2.53703 -0.31186 1.29186 -0.05 -0.03 0.00
C 4.95608 -0.12047 2.64249 0.00 0.01 0.02
C -1.17016 -6.12927 -1.30448 0.00 0.01 0.00
C -1.29580 1.24660 -2.17355 0.02 0.02 0.01
C -1.49772 -4.86420 -1.77807 0.00 -0.01 0.00
C -0.94830 -3.73225 -1.19752 0.00 0.01 -0.01
C -4.06368 3.03606 3.26411 0.00 0.00 0.00
C -0.04889 -3.85138 -0.13603 -0.01 0.00 0.00
H -1.60282 -7.01179 -1.76053 0.00 0.00 0.00
C -0.29455 -6.25451 -0.23493 0.00 -0.01 0.00
C -1.94196 1.91273 -5.79568 0.05 0.00 -0.01
H 5.79061 -1.23808 0.98043 0.00 0.00 0.00
H -0.04025 -7.23618 0.14740 0.00 0.00 0.00
O 1.31954 -0.47121 0.60478 0.05 0.08 -0.04
H 3.61843 -1.39355 -0.18315 -0.01 -0.01 -0.01
C 3.67801 -0.87513 0.76405 0.03 0.00 0.02
H 0.35077 -2.50812 1.55525 0.00 0.00 0.00
C 0.25722 -5.12182 0.34767 0.00 0.00 0.01
S 0.23748 2.49265 -0.24720 0.01 0.07 -0.02
H 3.87824 0.96872 4.11781 0.00 0.00 0.00
C 1.91355 -0.19207 -3.51270 0.00 0.00 -0.01
C 2.23648 -1.32515 -4.24585 0.00 0.00 0.01
C 1.47753 1.04831 3.19557 0.01 0.00 0.06
C 0.51578 -2.64036 0.49034 0.01 0.00 0.00
H -3.33828 4.32098 6.82698 0.00 0.00 0.00
H 2.49498 -1.24097 -5.29462 0.00 0.00 0.00
H 1.70389 1.49545 4.16047 -0.02 0.00 0.00
C 1.88472 -2.68045 -2.28829 0.01 -0.01 -0.02
C -1.76525 1.14612 -3.48615 0.00 0.00 0.01
C -0.44557 2.33699 -1.84208 -0.01 -0.04 0.00
C -4.79928 4.17005 5.25870 0.00 0.01 0.01
C -0.12041 3.26548 -2.83131 0.00 0.01 -0.01
```
Positions in Å, forces in eV/Å.

No. 2
A structure of composition C36H25BrF3I2N4O5Tl. Source: the Open Molecules 2025 dataset; level of theory: ωB97M-V with the def2-TZVPD basis set.

Results
* gap between HOMO and LUMO: 5.8 eV
* largest force on an atom: 0.138 eV/A
* net charge: -2

XYZ file:
```
77
Properties=species:S:1:pos:R:3:forces:R:3
C -2.20914 -0.14840 -2.30224 0.03 0.05 -0.03
O 2.29836 3.44272 2.08530 0.00 0.01 0.01
C -2.83761 -0.22295 -4.59235 0.03 0.03 0.00
H 0.60630 -0.37089 2.54604 -0.03 0.03 -0.01
F -2.98757 3.83309 3.73430 0.00 0.02 0.00
C 3.44503 0.87308 -0.95638 0.02 0.01 0.00
C -0.91203 0.96192 3.29071 0.00 0.01 -0.01
C -2.10060 -5.76224 2.83845 -0.01 0.02 -0.01
H -0.31188 -6.76061 3.49309 0.00 0.00 0.00
C -3.77137 -1.18050 -4.23925 -0.02 -0.02 0.02
H 6.25004 2.37451 3.35039 0.00 0.00 0.00
F -2.36263 2.36214 5.19191 0.01 0.00 0.02
C 4.17136 0.53811 1.42369 0.02 -0.01 0.01
H -2.74450 0.09597 -5.62274 0.00 0.00 0.00
F -3.98762 1.92360 3.83810 -0.01 -0.01 -0.01
C -2.03171 0.31132 -3.59442 -0.02 -0.03 0.01
C 1.72510 3.68406 -0.56284 0.02 -0.01 0.00
C 0.06451 -4.76551 2.81484 0.01 -0.01 -0.01
H -1.59175 0.26634 -1.51689 -0.01 -0.05 0.02
C -1.83981 2.38702 1.61080 0.00 0.00 0.00
O 3.51166 5.21784 2.08960 -0.01 0.00 0.00
H -0.86403 0.58570 4.30262 0.00 0.00 0.00
H -1.42578 -1.40244 -0.10572 0.05 -0.03 0.00
C -0.95168 1.81981 0.71248 -0.02 -0.02 0.02
H 1.42894 2.76404 -0.08091 0.00 0.01 0.00
N -3.94360 -1.63303 -2.99690 0.00 -0.01 -0.03
O 0.28102 1.83517 -2.06525 0.04 -0.05 0.02
C 2.45793 4.63663 0.11746 -0.01 0.01 -0.01
H 4.77502 3.14599 -3.14777 0.00 0.00 0.00
C 1.83663 5.07976 -2.50794 0.00 -0.01 0.01
C 5.71665 2.05644 2.46280 0.00 0.00 0.00
C 1.41075 3.90830 -1.89834 0.03 0.02 -0.02
O 0.40999 3.12593 -3.89750 0.04 -0.01 0.03
C -0.40908 -3.52803 2.27368 -0.02 -0.03 0.02
H 6.51106 3.59601 1.22117 0.00 0.00 0.00
C 3.69565 1.57245 -2.11592 0.01 -0.01 0.00
H -2.52906 3.15539 1.28854 0.00 0.00 0.00
C -2.63898 -4.58316 2.32243 -0.01 -0.02 0.00
C -1.80753 1.94862 2.92605 0.02 0.00 0.00
I -3.35073 -7.39285 3.25907 0.00 0.00 0.00
C -0.06969 0.44138 2.31422 0.02 -0.02 0.01
C 2.90000 5.80782 -0.47785 0.00 0.00 -0.01
H -1.27612 1.06452 -3.78983 -0.01 0.00 -0.01
N -0.08031 0.86738 1.05354 -0.03 0.03 -0.02
C -0.74150 -5.85432 3.08761 0.01 0.00 0.00
H -0.91552 2.12945 -0.32711 0.01 0.02 0.02
C -2.40719 -2.21873 1.50536 0.04 0.01 -0.01
N 2.78209 4.40869 1.53645 0.02 0.00 0.00
C 5.32769 3.01462 -1.09776 0.00 0.00 0.00
H -3.70573 -4.51053 2.13808 0.00 0.00 0.00
C 4.23671 1.23210 0.17926 0.00 0.00 -0.01
O 0.32916 -2.53653 2.03496 0.01 0.04 -0.04
C -1.83515 -3.50231 2.04142 0.06 0.05 0.02
H -3.48172 -2.18901 1.71314 0.00 -0.06 -0.03
C 4.87409 0.92793 2.52747 0.00 0.00 0.00
C -2.77623 2.51422 3.92173 0.00 0.00 -0.01
H 2.91013 6.93091 -2.29696 0.00 0.00 0.00
Br 3.09476 -1.02112 1.59589 0.02 0.03 0.00
H -4.09210 -2.46911 -0.70252 0.00 0.00 0.01
C 5.85788 2.73232 1.28790 0.00 -0.01 0.00
C 5.14606 2.32986 0.13015 0.00 0.00 0.00
H 3.11150 1.35770 -3.01033 -0.01 0.00 0.00
C -3.40818 -1.62074 -0.63412 -0.05 0.12 0.02
N -2.20250 -2.02842 0.06323 -0.08 -0.11 -0.01
C 2.57761 6.02421 -1.80612 0.00 0.01 0.00
H 6.01747 3.85195 -1.13003 0.00 0.00 0.00
H 1.57934 5.21877 -3.55015 0.00 0.00 0.00
I 2.11813 -4.87843 3.20715 -0.01 0.00 0.00
H 3.48078 6.51338 0.09693 0.00 0.00 0.00
H -3.95258 -0.81900 -0.09655 0.03 0.01 0.01
C -3.16590 -1.12550 -2.03779 0.04 -0.01 0.00
C 4.63871 2.62221 -2.20699 -0.02 0.01 0.01
H -1.94754 -1.39411 2.05921 -0.06 0.03 0.02
Tl 1.41953 -0.46619 -1.15670 -0.04 -0.05 -0.01
H -4.42037 -1.61787 -4.99313 0.00 0.00 0.00
C 0.63393 2.86203 -2.70648 -0.09 0.04 -0.02
H 4.77865 0.36953 3.44885 0.00 0.00 0.00
```
Positions in Å, forces in eV/Å.

No. 3
A structure of composition C36H25ClI2N4O4SY in a non-equilibrium geometry. Source: the Open Molecules 2025 dataset; level of theory: ωB97M-V with the def2-TZVPD basis set.

Results
* gap between HOMO and LUMO: 4.6 eV
* largest force on an atom: 2.722 eV/A
* net charge: -1

XYZ file:
```
74
Properties=species:S:1:pos:R:3:forces:R:3
H 2.12446 3.25545 5.15549 -0.30 0.49 -0.09
C 3.01988 -1.75935 0.70121 -0.57 1.70 1.34
H 2.99448 -0.58199 -3.78797 -0.08 -0.20 0.10
H -2.52540 1.82091 4.51791 -0.14 -0.02 0.34
C -0.84208 -4.78759 -1.90876 -0.28 0.30 -0.47
C 3.23997 -1.32039 -3.02887 0.45 -0.04 0.04
C -2.02211 -5.98310 -0.18593 -0.25 -0.04 -0.37
N -1.75853 1.26576 1.30385 -0.47 -0.97 0.84
H 3.67525 -2.36565 1.33966 -0.22 0.16 0.23
H -2.79437 -4.80353 1.40854 -0.16 0.02 -0.05
C 2.29788 -0.39240 2.50736 -0.56 -1.03 0.53
C -1.39460 4.20636 -4.58674 0.77 -0.15 0.82
C -2.85412 1.76373 0.71963 0.48 0.49 1.89
C 4.21784 -3.46107 -2.35174 -0.99 2.33 1.00
H -0.21715 -4.78219 -2.83608 -0.74 0.14 0.93
C 3.96759 -2.44647 -3.34990 -0.53 -0.95 0.05
H -2.53630 2.39430 -4.90138 -0.02 -0.04 -0.01
H -3.06748 2.45713 -1.28756 -0.17 -0.18 0.47
Cl 4.57510 -5.03961 -2.81759 0.78 -1.26 -0.47
C -3.66058 2.60024 2.84233 0.58 0.03 -0.33
O 1.82796 -0.18730 -1.48085 1.89 -0.78 -0.63
H 2.85814 -2.22931 3.38502 -0.10 -0.25 0.15
H 2.02849 1.02872 6.12601 0.23 0.00 0.31
H -1.10243 -6.91282 -1.85641 0.17 -0.11 -0.26
H 1.52610 4.74570 3.11749 -0.18 0.35 0.05
C -1.97531 -2.23513 0.66598 -0.81 1.00 0.93
Y 0.23903 0.29277 -0.11986 -1.42 -1.05 -0.47
H -2.36464 -0.31399 -1.31223 0.37 0.20 -0.06
H -4.29334 3.27148 3.40977 -0.13 -0.26 0.09
C -3.79540 2.50773 1.47364 0.15 -0.70 -0.39
H -2.32698 -6.92188 0.26296 -0.07 0.04 -0.09
H -4.64890 2.92738 0.95734 0.04 0.17 0.01
S -0.66473 -2.18506 -2.14250 0.54 1.98 -0.65
C -1.74659 1.14760 2.66844 -0.37 0.93 -1.22
H 4.26652 -3.82086 -0.20434 -0.19 -0.21 -0.21
N -2.05627 0.66533 -1.37096 -0.02 -0.53 1.13
N 1.38197 1.71441 1.68534 1.01 0.27 0.41
C -1.32133 -5.96129 -1.39711 0.18 -0.57 0.61
C -2.31037 -4.79399 0.43729 0.36 1.06 0.93
C -0.30040 2.90513 -2.30761 -0.11 0.91 -0.98
H -0.14972 5.84249 -3.98073 0.22 0.67 -0.35
O 0.16155 2.31169 -1.28165 0.56 -0.73 1.24
C 2.56228 -1.21589 3.59436 0.29 1.01 -0.43
C -2.64843 1.85291 3.45238 0.38 -0.29 -0.24
I 1.78335 5.16281 -1.86104 0.23 -0.06 0.53
C -1.85074 -3.55325 -0.04550 0.46 -0.55 -0.92
H -2.84164 0.85829 -3.32240 0.73 0.09 0.39
H -0.99323 0.47440 3.08457 -0.08 0.41 -0.09
C -1.18667 -3.54499 -1.28920 0.65 -1.52 0.12
O -3.10580 -1.85078 1.05228 1.51 -0.30 -0.44
C 3.95236 -3.17099 -1.01429 -0.08 1.24 -1.22
C -3.07061 1.50988 -0.70960 0.28 0.36 -2.35
H 2.74812 -1.41724 5.72583 -0.41 0.35 -0.13
C 1.88400 2.88597 4.16603 -0.23 0.40 -1.13
C -1.84942 0.95499 -2.78264 -1.33 -0.60 -1.26
C 2.16041 0.60733 5.14593 1.05 -0.62 -1.41
C 0.17113 4.20519 -2.71505 -0.96 -1.32 -0.16
N 2.24395 -0.81659 1.20016 0.47 -0.71 -1.62
C 1.91417 0.96841 2.70482 -0.40 0.25 0.52
H 4.21178 -2.68440 -4.41738 -0.14 0.35 1.16
C 2.73858 -1.09595 -1.70843 -0.85 0.18 0.59
I -2.35347 5.27678 -6.07792 -0.03 0.15 -0.28
O -0.86095 -1.56064 0.84810 -0.56 0.09 -0.16
H -4.06877 1.06742 -0.85277 0.09 0.13 0.18
C -1.78889 2.89552 -4.30215 0.11 1.35 0.49
C -0.42091 4.83572 -3.77787 -1.12 -0.43 -1.06
C -1.32214 2.32138 -3.13973 0.70 -0.63 0.76
C 2.04392 1.49684 4.00804 -0.95 -0.55 0.77
H -1.26259 0.12793 -3.22637 0.07 0.41 0.48
C 3.25365 -1.95192 -0.66656 0.00 -1.27 -1.63
C 1.27300 3.03683 1.85662 -0.48 -1.24 -1.68
C 2.49509 -0.72666 4.91554 -0.25 0.88 0.25
H 0.98394 3.53469 0.90741 -0.04 0.03 0.93
C 1.53146 3.67670 3.05833 0.97 -0.80 1.69
```
Positions in Å, forces in eV/Å.

No. 4
A structure of composition C36H25N6O2PPtS3. Source: the Open Molecules 2025 dataset; level of theory: ωB97M-V with the def2-TZVPD basis set.

Results
* gap between HOMO and LUMO: 7.0 eV
* largest force on an atom: 0.792 eV/A

XYZ file:
```
74
Properties=species:S:1:pos:R:3:forces:R:3
H -1.80502 -5.87286 -1.80014 0.00 0.00 0.00
H 4.56121 -3.90055 0.21799 0.00 0.00 0.00
C -3.70697 2.43496 1.36822 -0.02 0.00 -0.01
O -2.20933 -1.07241 1.66120 -0.02 0.03 0.03
H 0.41524 2.85795 -2.73306 0.00 -0.01 0.00
H 4.81726 4.86858 0.48584 0.00 0.00 0.01
H -3.28621 -5.67959 -3.68028 0.00 0.00 0.00
H -0.10074 -1.17209 -1.36032 -0.04 0.01 -0.01
C 4.17204 4.00547 0.59342 0.00 0.05 -0.02
H -5.66498 2.17757 0.53210 0.00 0.00 0.00
H -1.65734 2.58071 1.94552 0.00 0.02 0.00
C 2.79055 4.13322 0.31252 0.02 -0.02 0.03
C -0.27059 0.28517 6.16397 -0.10 -0.13 0.11
H 0.07813 -1.98597 -3.67923 0.00 0.00 0.00
N 2.72309 -1.40111 6.88911 0.02 0.02 -0.06
N -3.28884 -4.67392 -3.63508 0.00 -0.01 -0.01
C -2.77514 1.27978 -0.98300 0.01 -0.03 0.01
S -1.40221 -2.23424 1.42729 0.10 -0.11 -0.01
H 2.81893 6.22888 -0.19087 0.00 0.00 0.00
C -2.34934 2.25124 1.18129 0.03 -0.02 -0.01
H -0.94605 4.27416 -0.79166 0.00 0.00 0.00
O -1.27128 -3.25754 2.41905 0.00 0.06 0.02
N 0.08046 -1.62414 1.03329 0.09 -0.18 0.46
C -2.79449 -2.25225 -0.91163 0.01 0.06 0.00
H -4.83346 1.17675 -1.56656 0.00 0.00 0.00
C 0.08098 4.24081 -0.44729 0.01 -0.04 0.00
C 3.59131 -3.44781 0.34997 -0.05 -0.04 0.00
N 2.23617 -1.53225 0.54723 -0.28 -0.09 -0.33
C -3.24412 -2.81576 -2.08993 0.01 -0.02 -0.01
H 4.27569 0.76950 1.54385 -0.01 0.01 0.03
C -4.60218 2.03855 0.38318 -0.01 0.01 0.01
C 1.17075 -2.36448 0.75544 -0.08 0.09 -0.28
C 3.82550 1.68034 1.17180 -0.01 0.05 0.13
H 0.45923 -0.38065 -5.52672 0.00 0.00 0.00
C 0.34044 1.79743 -2.93875 0.00 0.03 0.04
Pt 1.18802 0.23059 1.33980 0.37 -0.12 -0.33
H -3.08866 -1.25092 -0.62811 -0.01 -0.02 0.00
C 0.15764 -0.92591 -3.47503 0.00 0.00 0.02
H -1.00846 -4.84880 0.31238 -0.01 -0.01 -0.01
N -1.24924 0.64034 6.65492 0.04 0.07 -0.04
C 1.91801 -0.84802 6.28037 0.03 -0.07 0.16
C 3.43559 -2.07967 0.40205 0.12 0.25 -0.15
H 2.47337 -5.28910 0.37644 0.00 0.00 0.00
C 2.19822 5.34307 -0.12518 0.00 0.02 -0.01
C 2.43022 -4.20780 0.45371 0.03 0.01 0.00
C 0.87460 5.40685 -0.46464 -0.01 0.01 -0.01
C -2.88322 -4.12277 -2.42890 0.01 0.00 0.02
S -0.03434 0.90633 3.17964 0.17 0.33 0.20
H 0.63758 2.03626 -5.04492 0.00 0.00 0.00
H -3.88651 -2.24853 -2.75367 0.00 0.00 0.00
C 2.47320 1.77186 0.97937 0.06 0.20 0.22
H 5.73507 2.68354 1.15397 0.00 0.00 0.00
H -4.06592 2.88399 2.28441 0.00 0.00 0.00
C 0.36658 -0.02437 -4.50888 0.00 0.02 -0.01
C 4.67480 2.79568 0.96688 -0.01 -0.03 0.00
C 0.46451 1.33439 -4.23961 0.00 -0.02 -0.03
C 1.96420 2.99838 0.45451 -0.03 -0.14 -0.10
P -0.09914 1.43125 -0.18206 -0.04 -0.06 -0.18
C -1.87711 1.65423 0.01153 -0.03 0.02 0.07
C 1.12043 0.10065 4.20613 -0.04 0.24 -0.04
C 0.12934 0.89594 -1.89924 0.07 0.03 0.04
C -4.13647 1.47272 -0.79300 0.01 0.00 -0.02
N 1.22892 -3.69031 0.65666 0.06 0.00 0.05
S 2.51116 -0.28653 3.25472 -0.49 -0.54 0.32
C 0.63015 3.06478 -0.01139 -0.03 -0.01 -0.04
C -1.97277 -2.97857 -0.06141 0.04 -0.08 -0.01
H -4.11072 -4.26601 -4.04916 0.00 0.00 0.00
C -1.62489 -4.28802 -0.37478 -0.02 0.00 0.03
H 0.43926 6.34425 -0.78437 0.00 0.00 0.00
C 0.92280 -0.16363 5.52792 0.07 0.19 -0.23
H 4.27489 -1.40087 0.30557 -0.01 0.02 -0.02
C 0.05091 -0.46892 -2.17016 0.01 -0.03 0.00
H -2.41713 0.83291 -1.90195 -0.01 0.00 0.01
C -2.07357 -4.85272 -1.55226 -0.01 0.02 -0.03
```
Positions in Å, forces in eV/Å.

Per-record energy above the lowest of the compared OMol25 structures with the same formula, charge and spin, kJ/mol: 202.5; 0.0; 0.0; 111.8